No. 1
{"formula": "C8H13N", "method": "ωB97M-V/def2-TZVPD", "elements": ["N", "C", "C", "C", "C", "C", "C", "C", "C", "H", "H", "H", "H", "H", "H", "H", "H", "H", "H", "H", "H", "H"], "xyz": [[0.67288, 0.44020, -1.02182], [-0.83610, -1.16227, -0.17838], [-0.88717, 0.99011, 0.97874], [-0.60346, -1.41682, 1.35238], [0.51564, -1.00245, -0.91799], [-0.23722, 0.02042, 1.92892], [-0.45294, 1.16747, -0.45352], [-1.48833, 0.23152, -0.12768], [1.90788, 1.10272, -1.51989], [0.18574, -2.15625, 1.39475], [1.98677, 0.80408, -2.57061], [0.38726, -1.32857, -1.91628], [2.03474, 2.15334, -1.42222], [-1.35382, 1.83039, 1.47898], [-0.49072, 0.15110, 2.97034], [-0.76286, 2.14651, -0.88960], [0.83442, 0.26924, 1.86909], [-1.53181, -1.93861, -0.55653], [2.79542, 0.59353, -1.05822], [-1.51542, -1.82204, 1.76289], [-2.50126, 0.46762, -0.68131], [1.34037, -1.54126, -0.42202]], "forces_ev_per_a": [[0.46, 2.42, 0.81], [-0.58, -0.05, 1.67], [-0.61, 0.58, 1.58], [0.88, 1.05, -1.03], [-0.86, 1.10, 0.17], [1.19, -1.04, -0.94], [2.08, 0.98, -0.74], [-4.01, -0.37, -3.03], [-0.02, -3.63, 0.14], [0.21, -0.19, 0.68], [0.17, 0.48, -0.25], [0.22, -1.15, -1.22], [-0.59, 0.81, 0.37], [-0.33, 0.07, -0.36], [-0.46, 0.07, 0.17], [0.65, -0.91, 0.11], [0.05, -0.75, 0.13], [0.68, 0.46, -0.18], [-0.47, 0.61, -0.06], [-0.24, 0.05, 0.44], [1.75, -0.91, 1.62], [-0.17, 0.29, -0.08]], "orbital_gap_ev": 8.34, "total_charge": 0, "e_above_lowest_kcal_mol": 50.3, "smiles": "CN1C[C@H]2CC[C@@H]3[C@H]2[C@@H]31"}

=====

No. 2
{"formula": "C25H32F12N2O12S", "method": "ωB97M-V/def2-TZVPD", "elements": ["S", "F", "F", "F", "F", "F", "F", "F", "F", "F", "F", "F", "F", "O", "O", "O", "O", "O", "O", "O", "O", "O", "O", "O", "O", "N", "N", "C", "C", "C", "C", "C", "C", "C", "C", "C", "C", "C", "C", "C", "C", "C", "C", "C", "C", "C", "C", "C", "C", "C", "C", "C", "H", "H", "H", "H", "H", "H", "H", "H", "H", "H", "H", "H", "H", "H", "H", "H", "H", "H", "H", "H", "H", "H", "H", "H", "H", "H", "H", "H", "H", "H", "H", "H"], "xyz": [[0.00150, 1.50790, -5.44320], [4.33059, 5.27339, 0.01306], [-9.47542, -8.31868, 1.13025], [4.68550, 0.05168, 7.66275], [-1.71330, -2.99477, -1.99341], [3.36725, -0.02326, 5.94605], [-9.75144, -9.98698, -0.21902], [5.50882, 0.15700, 5.66518], [-8.18179, -10.05204, 1.27171], [2.18894, 5.09269, 0.29402], [3.50622, 5.16479, 2.01071], [-0.40716, -4.15379, -0.70824], [-1.89257, -5.15258, -1.91916], [1.02701, 0.88206, -6.39228], [-3.75732, -4.49574, 0.03946], [0.67499, 2.54322, -4.25439], [-7.66624, -8.94636, -1.73883], [-7.12995, -7.60897, 0.00937], [-2.25662, -3.03418, 0.90078], [-1.13104, 2.10921, -6.27273], [-0.49635, 0.30014, -4.34139], [2.93032, 7.87928, 1.79095], [3.29471, 7.72153, -0.43904], [4.11092, 2.76458, 7.43819], [4.47491, 2.60306, 5.20797], [-3.25467, 0.50192, -2.79363], [3.01926, -1.12569, -1.66284], [3.48907, -1.57544, -4.13014], [2.93475, 2.64038, -1.17781], [3.13986, 9.14374, -0.56128], [4.43630, 9.85234, -0.21987], [2.50831, -1.30357, -2.88525], [3.16145, 7.21382, 0.80914], [2.09502, 2.18319, -2.08523], [0.90834, -1.19969, -3.07728], [3.29855, 5.69349, 0.78520], [4.32036, 4.02487, 5.08394], [-2.98708, -3.84278, 3.07000], [-8.80942, -9.23663, 0.39106], [5.61724, 4.73320, 5.42420], [-7.83010, -8.60034, -0.59245], [0.32242, 0.30877, -3.11210], [4.34173, 2.09685, 6.45761], [-2.69426, -3.92407, -0.02113], [-1.68116, -4.06105, -1.15498], [-0.81161, 0.37975, -1.95444], [-6.13772, -6.95730, -0.79856], [1.31306, 1.55669, -3.35549], [-3.14323, -2.77839, 2.00129], [-6.77310, -5.88071, -1.65655], [4.47844, 0.57631, 6.43622], [-2.16900, -0.26878, -2.60198], [4.04155, -0.63107, -4.48099], [2.15449, 1.14678, -4.05649], [-1.94253, -3.92210, 3.38368], [3.49093, 4.38478, 5.69974], [4.34504, 10.92770, -0.38906], [-5.42015, -6.50134, -0.11157], [-4.17942, -2.69885, 1.65988], [4.71188, 9.68811, 0.82481], [2.22540, -0.94037, -1.02088], [0.67157, -1.69315, -4.10730], [5.25738, 9.46663, -0.83049], [3.66756, 3.34994, -0.62586], [2.31015, 9.50237, 0.05478], [-1.01472, 1.47431, -1.65099], [2.91141, -2.04650, -5.02002], [5.89300, 4.57000, 6.46899], [-3.01057, 1.46719, -2.46078], [-6.01094, -5.32974, -2.21237], [0.37602, -1.83927, -2.26490], [-7.33620, -5.17767, -1.03643], [-3.60108, -3.60743, 3.94232], [6.43802, 4.34625, 4.81385], [-0.53902, -0.29613, -1.04269], [-5.58650, -7.68247, -1.40439], [5.52650, 5.80853, 5.25376], [-2.86447, -1.80405, 2.41128], [2.87631, 9.34409, -1.60314], [-3.28206, -4.82543, 2.69361], [4.05680, 4.22405, 4.04272], [-2.25102, -1.36357, -2.94599], [-7.47924, -6.31166, -2.37073], [4.31161, -2.34032, -3.82739]], "forces_ev_per_a": [[-0.66, -1.12, -4.96], [-0.31, 0.58, 0.28], [0.55, -0.16, -0.57], [-0.19, 0.81, -0.58], [-0.22, -0.63, 0.78], [0.31, 0.71, 0.17], [0.83, 0.57, -0.06], [-0.45, 0.62, 0.30], [0.12, 0.48, -0.62], [0.40, 0.83, 0.27], [-0.15, 0.79, -0.60], [-0.80, 0.17, 0.13], [-0.31, 0.68, 0.78], [-2.51, 2.09, 4.19], [1.30, 0.30, -0.60], [-1.13, -2.34, -0.39], [-0.62, -0.02, 1.34], [-0.86, -1.16, 0.05], [0.08, -0.62, -1.38], [3.54, -1.58, 4.38], [1.17, 2.79, -1.73], [0.28, -1.30, -0.73], [-0.20, -1.16, 0.92], [0.27, -1.23, -0.76], [-0.21, -1.06, 0.87], [3.91, -1.97, 1.06], [-1.76, -0.51, -3.60], [-0.18, -0.77, 0.19], [-4.24, -1.31, -5.50], [0.03, 0.90, -0.16], [0.24, -0.18, 0.22], [0.81, 0.64, 2.36], [-0.27, 2.36, -0.29], [3.57, 2.05, 3.23], [1.24, -0.73, -1.05], [0.04, -1.95, 0.11], [0.03, 0.84, -0.16], [0.14, -0.32, -0.11], [-1.56, -0.86, 1.27], [0.23, -0.16, 0.22], [1.61, 1.02, -1.24], [-1.40, -1.02, 0.51], [-0.29, 2.23, -0.21], [-1.40, 0.55, 1.80], [1.48, -0.79, -1.45], [-0.47, -0.68, -0.38], [0.58, 0.55, -0.40], [3.12, -0.89, 0.64], [-0.46, 0.14, 0.82], [-0.33, -0.04, -0.10], [0.39, -2.18, 0.10], [-2.42, 2.85, -0.21], [-1.06, -1.28, 0.59], [-1.17, 0.45, 1.63], [-0.11, 0.14, 0.03], [0.16, -0.25, 0.08], [-0.04, -0.12, -0.01], [-0.30, -0.18, 0.13], [0.21, -0.16, -0.17], [-0.12, 0.09, -0.06], [0.56, -0.14, -0.29], [0.22, 1.03, 1.84], [-0.14, 0.09, -0.06], [-1.76, -2.07, -1.11], [0.15, -0.26, 0.07], [0.20, -1.83, -0.37], [0.92, 1.01, 1.52], [-0.12, 0.09, -0.06], [-0.36, -0.94, -0.34], [-0.03, -0.08, 0.10], [1.09, 1.35, -1.38], [0.18, -0.02, 0.01], [0.05, 0.03, -0.11], [-0.14, 0.09, -0.06], [-0.18, 1.57, -1.53], [-0.30, -0.06, 0.08], [-0.04, -0.11, -0.01], [0.20, -0.12, -0.32], [0.04, -0.39, 0.10], [-0.10, 0.12, 0.04], [0.06, -0.40, 0.17], [0.39, 2.18, 0.61], [0.15, -0.02, 0.00], [-1.51, 1.41, -0.30]], "orbital_gap_ev": 10.17, "total_charge": 0, "smiles": "[H]/N=C\\C[C@@]1(C/C(C)=N\\[H])OS(=O)(=O)O[C@H]1C#C.CCOC(=O)C(F)(F)F.CCOC(=O)C(F)(F)F.CCOC(=O)C(F)(F)F.CCOC(=O)C(F)(F)F"}

=====

So what do the calculations give for LUMO level? Going down the list: 1.0; -0.1 eV.
So what do the calculations give for max |F|? Going down the list: 5.04; 7.06 eV Å⁻¹.